1.
C16H23BCl33FN | ωB97M-V/def2-TZVPD

Last column: Löwdin charge in e.
CARTESIAN COORDINATES (ANGSTROEM)
C 3.2767 -3.3973 2.9868  -0.1272
C 2.8513 -2.2278 2.0790  -0.2241
C 3.6362 -2.0415 0.7916  -0.3241
F 3.0516 -2.9806 -0.1552  -0.1357
B 3.7021 -0.5027 0.2255  -0.4541
C 5.1434 0.2119 0.7196  -0.2152
C 5.0721 0.6559 2.1166  -0.3394
N 4.5647 1.7591 2.5108  0.0427
H 4.1471 -3.9187 2.5877  0.0501
H 3.5386 -3.0370 3.9834  0.0622
H 2.4821 -4.1286 3.1224  0.0088
H 1.8057 -2.3576 1.7921  0.1055
H 2.8934 -1.2891 2.6325  0.0908
H 4.6445 -2.4523 0.9399  0.1060
H 2.8022 0.1593 0.7190  0.0208
H 3.6524 -0.4903 -1.0002  0.0473
H 5.9456 -0.5269 0.6252  0.0739
H 5.3519 1.0602 0.0685  0.0781
H 5.4617 -0.0532 2.8619  0.1031
H 4.5940 1.8051 3.5277  0.0112
C 0.4715 2.9910 0.7269  -1.5058
Cl 0.2336 1.2969 1.0443  0.5717
Cl 0.8316 3.2816 -0.9789  0.5379
Cl -0.9534 3.9510 1.1976  0.4645
H 1.3153 3.3355 1.3119  0.0219
C 0.0015 -2.5508 -2.2925  -1.5289
Cl -0.1181 -2.2493 -4.0345  0.4804
Cl -0.5634 -1.1629 -1.3845  0.5246
Cl -0.9183 -4.0074 -1.8667  0.4981
H 1.0388 -2.7135 -2.0285  0.0067
C -1.3194 6.9654 4.0699  -1.5356
Cl -2.2550 7.2133 5.5464  0.5209
Cl -0.1946 5.6222 4.2672  0.5316
Cl -2.3865 6.7301 2.6819  0.5073
H -0.7421 7.8621 3.8894  0.0104
C -2.9317 4.4310 -1.7959  -1.5288
Cl -2.5277 4.7764 -3.4820  0.5577
Cl -3.3480 5.9138 -0.9405  0.4951
Cl -4.2389 3.2516 -1.6769  0.5418
H -2.0559 4.0063 -1.3239  -0.0563
C 2.3079 -7.1997 4.0485  -1.5417
Cl 3.9950 -6.8556 3.6776  0.5453
Cl 2.1534 -8.7794 4.8276  0.4929
Cl 1.6013 -5.9409 5.0609  0.5406
H 1.7574 -7.2292 3.1178  0.0157
C -4.2568 3.7159 3.6532  -1.5676
Cl -4.5957 2.1312 4.3501  0.5330
Cl -4.4576 3.6954 1.9061  0.4985
Cl -5.2771 4.9543 4.3937  0.5047
H -3.2232 3.9608 3.8670  -0.0145
C 4.5198 -9.0386 8.7581  -1.5600
Cl 4.5039 -7.9843 7.3553  0.5224
Cl 4.0274 -10.6791 8.3215  0.5121
Cl 6.1042 -9.0503 9.5390  0.5150
H 3.8027 -8.6604 9.4740  0.0094
C 0.1198 8.4588 -1.2404  -1.5489
Cl -1.5697 8.8868 -1.5177  0.5062
Cl 0.2442 6.9530 -0.3370  0.5127
Cl 0.9980 8.3564 -2.7675  0.5270
H 0.5704 9.2457 -0.6510  0.0081
C -2.6887 -2.3300 -7.3446  -1.5535
Cl -3.5494 -1.7854 -5.9120  0.5381
Cl -3.3792 -1.6020 -8.8066  0.5290
Cl -0.9691 -1.9824 -7.2306  0.5258
H -2.8136 -3.4013 -7.4278  -0.0234
C -5.7229 3.7293 -5.0964  -1.5803
Cl -5.6577 5.0897 -6.2192  0.5164
Cl -7.0846 3.8878 -3.9901  0.5137
Cl -5.7872 2.1963 -5.9656  0.5224
H -4.8156 3.7422 -4.5066  -0.0764
C -5.7368 -4.2291 -9.8726  -1.5686
Cl -4.8817 -5.1234 -8.6166  0.5381
Cl -5.2521 -4.7777 -11.4769  0.5241
Cl -7.4820 -4.3593 -9.6605  0.5275
H -5.4610 -3.1874 -9.7764  -0.0397

Calculated values
**Gap between HOMO and LUMO**: 7.2098 eV
**E_tot**: -15989.24484 hartree
**Net charge**: -1
**E_HOMO**: -5.607 eV



2.
C3H4BrI | ωB97M-V/def2-TZVPD

Last column: Löwdin charge in e.
CARTESIAN COORDINATES (ANGSTROEM)
C 0.6338 -0.6763 1.2309  0.0293
C -0.1712 0.1487 0.5595  -0.3973
C -0.3873 0.2650 -0.9293  -1.3516
Br -2.0925 -0.5485 -1.4333  0.5509
I -0.1052 2.1473 -1.6921  0.8212
H 0.7192 -0.4905 2.2325  0.0301
H 1.2544 -1.4128 0.8238  0.0503
H -0.6205 1.0957 0.9423  0.0838
H 0.7692 -0.5287 -1.7340  0.1832

Calculated values
**Energy above the lowest of the compared OMol25 structures with the same formula, charge and spin**: 54.47 kcal per mole
**Gap between HOMO and LUMO**: 9.5323 eV
**E_tot**: -2988.29698 hartree
**E_HOMO**: -9.493 eV



3.
C3H6O | ωB97M-V/def2-TZVPD

Last column: Löwdin charge in e.
CARTESIAN COORDINATES (ANGSTROEM)
C -0.9105 -0.0549 0.1980  -0.3669
C 0.4288 -0.6793 0.2444  -0.1871
C 1.4595 -0.3109 -0.4414  -0.0042
H -1.6483 1.9835 -0.0276  0.3275
H -1.0223 0.4989 1.1222  0.0908
H -1.7864 -0.6773 0.0740  0.1066
H 0.6193 -1.4376 0.9827  0.0952
H 2.4857 -0.5893 -0.0843  0.0813
H 1.3973 0.3935 -1.2017  0.0351
O -1.0231 0.8733 -0.8661  -0.1783

Calculated values
**Energy above the lowest of the compared OMol25 structures with the same formula, charge and spin**: 101.51 kcal per mole
**Gap between HOMO and LUMO**: 8.8971 eV
**E_tot**: -192.98144 hartree
**E_HOMO**: -9.670 eV



4.
C33H34CoFGeNO3S4 | ωB97M-V/def2-TZVPD

Last column: Löwdin charge in e.
CARTESIAN COORDINATES (ANGSTROEM)
Co -0.4769 0.9164 0.2192  0.3591
C -1.0511 -3.3389 -5.8660  -0.0311
C 0.2734 -3.5677 -5.1415  -0.2818
C 0.5408 -5.0545 -4.9665  -0.1358
C 1.8389 -5.2657 -4.2035  -0.1137
C 1.7433 -4.6035 -2.8604  -0.1217
C 2.3944 -5.1212 -1.7652  0.0820
C 2.3197 -4.4681 -0.5389  -0.2412
F 2.9690 -4.9787 0.5132  0.0940
C 1.6096 -3.3125 -0.3842  0.0734
C 0.9382 -2.7634 -1.4818  -0.0358
C 0.2354 -1.4985 -1.3194  -0.2341
O 0.1743 -0.9578 -0.1638  -0.0811
C -0.3368 -0.9796 -2.5111  -0.0099
C -0.2856 -1.7045 -3.6837  0.0512
N 0.3049 -2.8814 -3.8150  0.0561
C 0.9844 -3.4213 -2.7283  -0.0508
C -1.0465 0.3301 -2.5937  -0.5082
O -1.6610 0.6788 -3.5692  0.1190
O -0.9369 1.0834 -1.5110  -0.2315
H -1.1333 -4.0642 -6.6731  0.0948
H -1.1203 -2.3503 -6.3165  0.0842
H -1.8976 -3.4814 -5.1928  0.1023
H 1.0873 -3.1376 -5.7327  0.1638
H 0.6106 -5.5051 -5.9550  0.1323
H -0.2895 -5.5275 -4.4359  0.1406
H 2.6651 -4.8142 -4.7621  0.1388
H 2.0645 -6.3245 -4.0870  0.1297
H 2.9727 -6.0324 -1.8467  0.1441
H 1.5776 -2.8001 0.5623  0.0825
H -0.7645 -1.2739 -4.5509  0.1441
C 3.6231 -0.7029 5.2892  -0.5085
C 3.1819 -1.8107 4.3302  -0.4901
S 2.3130 -1.2309 2.8331  0.8759
C 0.5958 -1.7977 3.1004  -0.4844
C -0.1367 -1.0437 4.1867  -0.3274
S -0.6929 0.7020 3.7313  1.0773
C 0.3158 1.6955 4.9283  -0.3767
C 1.8183 1.4600 4.9942  -0.5085
S 2.2858 0.1432 6.1812  0.9078
H 4.2250 0.0470 4.7776  0.0854
H 4.2257 -1.1559 6.0770  0.0834
H 2.5573 -2.5449 4.8373  0.0864
H 4.0787 -2.3113 3.9625  0.0807
H 0.6332 -2.8583 3.3507  0.1014
H 0.1055 -1.6910 2.1313  0.0515
H 0.4609 -0.9376 5.0903  0.0206
H -1.0865 -1.5241 4.4280  0.0994
H -0.1591 1.5033 5.8919  0.0995
H 0.0916 2.7224 4.6361  0.0911
H 2.2890 2.3792 5.3453  0.0908
H 2.2382 1.2210 4.0276  -0.0004
Ge -2.2214 2.7691 -0.6612  1.1753
C -3.1319 3.1207 1.0488  -0.3263
C -2.5050 3.7561 2.1184  -0.1302
C -3.2579 4.1451 3.2139  -0.0631
C -4.6223 3.8801 3.2502  -0.0423
C -5.2378 3.2275 2.1911  -0.0476
C -4.4935 2.8384 1.0868  -0.1054
C -0.9964 4.0620 -1.4380  -0.3223
C -1.0590 4.2140 -2.8218  -0.1000
C -0.2700 5.1728 -3.4365  -0.0504
C 0.5923 5.9546 -2.6788  -0.0469
C 0.6654 5.7912 -1.3014  -0.0624
C -0.1275 4.8420 -0.6773  -0.1150
H -3.2692 2.2982 -1.6639  0.0298
H -1.4436 3.9737 2.0846  0.0828
H -2.7863 4.6670 4.0364  0.1142
H -5.2080 4.1868 4.1062  0.1199
H -6.2994 3.0231 2.2196  0.1200
H -4.9779 2.3413 0.2549  0.1023
H -1.7194 3.5895 -3.4127  0.1032
H -0.3290 5.3054 -4.5081  0.1176
H 1.2164 6.6921 -3.1654  0.1177
H 1.3391 6.4025 -0.7164  0.1138
H -0.0701 4.7185 0.3978  0.0786
S 1.1846 1.8394 1.5963  0.8418
C -0.2403 1.1443 2.1075  -0.8758

Calculated values
**Energy above the lowest of the compared OMol25 structures with the same formula, charge and spin**: 106.13 kcal per mole
**Gap between HOMO and LUMO (spin up / spin down)**: 5.8685 / 5.9853 eV
**2S+1**: 2
**E_tot**: -6710.09503 hartree
**Net charge**: +2
**E_HOMO (spin up / spin down)**: -13.349 / -13.349 eV